39
Properties=species:S:1:pos:R:3:forces:R:3 method="wB97M-V/def2-TZVPD" e_tot_ha=-1981.77510 homo_ev=-9.149 de_lowest_kcal_mol=22.00 smiles="CSc1sc(C(=O)NCC2CC2)cc1S(=O)(=O)C(C)C" largest_force_ha_per_bohr=0.018 e_lumo_ev=-0.22
C 2.47772 3.04547 1.11445 -0.206 -0.173 -0.150
S 2.12567 2.47247 -0.57768 -0.004 0.128 0.036
C 1.07164 1.10913 -0.24853 -0.228 0.405 -0.225
S -0.61649 1.20734 -0.64899 0.723 -0.478 0.389
C -0.88399 -0.42384 -0.11760 0.617 0.384 0.044
C -2.20069 -1.10045 -0.16227 0.095 -0.081 -0.039
O -2.34170 -2.23000 0.25922 0.003 -0.131 0.118
N -3.19480 -0.37119 -0.71563 -0.213 0.317 -0.157
C -4.56024 -0.83053 -0.76202 -0.283 -0.123 0.054
C -5.48152 -0.07641 0.18096 0.112 -0.147 -0.077
C -5.30722 1.38876 0.44649 -0.137 0.089 -0.066
C -4.99272 0.38749 1.51770 -0.022 -0.130 0.097
C 0.27525 -0.98282 0.34462 -0.449 -0.212 -0.049
C 1.38224 -0.11954 0.26200 0.517 -0.015 -0.065
S 3.03377 -0.65526 0.74694 -0.204 0.657 -0.065
O 2.92885 -2.03456 1.12447 -0.131 -0.426 -0.214
O 3.53177 0.26387 1.74045 0.154 0.080 -0.169
C 4.05272 -0.52153 -0.76937 -0.465 -0.130 0.447
C 3.40998 -1.40330 -1.81585 -0.086 -0.039 -0.096
C 5.44140 -0.96703 -0.36235 0.033 0.004 0.256
H 1.55336 3.38920 1.56870 0.006 0.078 0.079
H 2.92611 2.23215 1.67791 -0.022 0.187 0.012
H 3.17432 3.87013 1.00646 0.057 0.109 0.004
H -3.00764 0.56943 -1.02552 0.002 -0.136 0.006
H -4.53913 -1.88801 -0.48278 -0.024 0.149 -0.131
H -4.93418 -0.74172 -1.78877 0.035 -0.069 0.110
H -6.49829 -0.44545 0.12812 -0.045 0.073 0.065
H -6.19371 1.99481 0.55513 -0.068 0.009 0.019
H -4.48784 1.91430 -0.02021 0.144 0.015 -0.026
H -5.65594 0.31053 2.36491 -0.102 0.018 0.020
H -3.95643 0.21215 1.76380 0.119 0.004 -0.056
H 0.34295 -1.98533 0.72516 -0.090 -0.223 0.047
H 4.03491 0.53136 -1.04851 -0.056 0.012 0.077
H 4.03663 -1.46605 -2.70313 0.062 0.030 -0.042
H 2.43661 -1.01442 -2.10829 -0.074 -0.027 -0.097
H 3.27640 -2.40296 -1.40741 -0.001 -0.128 -0.091
H 6.13510 -0.89125 -1.19740 -0.044 0.023 -0.077
H 5.80054 -0.34745 0.45626 0.161 0.003 0.021
H 5.40459 -1.99951 -0.02143 0.115 -0.106 -0.009

---

44
Properties=species:S:1:pos:R:3:forces:R:3 method="wB97M-V/def2-TZVPD" e_tot_ha=-3452.20265 homo_ev="-13.953 / -14.683" total_charge=+2 de_lowest_kcal_mol=9.90 multiplicity=5 largest_force_ha_per_bohr=0.033 e_lumo_ev="-5.86 / -10.10"
Pd -0.23615 -0.21090 -0.27668 1.132 -0.271 1.201
N 0.56955 1.70210 1.14482 -0.474 0.027 -0.255
C 1.89115 1.46700 1.73592 0.502 -0.270 -0.166
C 2.67995 0.51580 0.84002 -0.062 0.403 0.306
N 1.97115 -0.75120 0.61402 -0.465 0.025 -0.444
C 1.78855 -1.51730 1.86032 -0.373 -0.029 0.291
C 0.39085 -1.38220 2.48422 0.539 -0.058 0.344
N -0.63295 -1.68600 1.49142 -0.287 0.338 -0.492
C 2.67815 -1.53450 -0.41278 -0.051 -0.437 -0.178
C 1.80105 -2.60750 -1.05728 0.393 0.126 0.266
N 0.60625 -1.98870 -1.64458 -0.407 0.369 -0.165
H 0.63795 2.43550 0.43862 -0.085 -0.092 0.225
H -0.10305 2.00970 1.84482 0.077 0.026 -0.162
H 1.78175 1.04880 2.73642 -0.055 0.088 -0.044
H 2.45725 2.40100 1.82992 -0.095 -0.133 0.070
H 3.66145 0.32820 1.29232 0.009 0.008 -0.063
H 2.84465 1.00150 -0.12588 -0.006 -0.102 0.016
H 2.53685 -1.22160 2.60372 0.008 -0.079 -0.068
H 1.95235 -2.57440 1.64572 0.056 0.013 0.017
H 0.20185 -0.37570 2.85682 0.047 -0.047 -0.027
H 0.34135 -2.06190 3.34482 -0.002 0.113 -0.108
H -1.56825 -1.53130 1.86492 0.154 -0.110 -0.060
H -0.56735 -2.66070 1.20082 -0.148 0.163 -0.024
H 3.57095 -2.00400 0.01942 0.003 0.058 -0.124
H 3.00415 -0.85390 -1.20178 0.063 0.072 0.083
H 1.48335 -3.34560 -0.32008 -0.003 -0.035 -0.046
H 2.39775 -3.12870 -1.81718 -0.126 0.009 0.193
H -0.07195 -2.70260 -1.90798 0.089 0.220 -0.040
H 0.87085 -1.49910 -2.50168 -0.215 -0.206 0.099
Cl 0.28895 1.29230 -2.38478 0.447 0.298 -0.510
C -1.19295 1.97520 -1.81798 -0.340 1.194 -0.416
C -1.62125 1.45830 -0.60828 0.142 -1.044 -0.599
C -2.81465 1.92330 -0.07528 -0.985 0.889 0.118
Cl -3.33295 1.31100 1.43782 0.094 0.131 -0.020
C -3.59315 2.86240 -0.77098 -0.179 -0.506 0.747
Cl -5.07455 3.40380 -0.11218 0.182 -0.078 -0.151
C -3.14355 3.35740 -2.00888 -0.815 0.643 -0.115
Cl -4.08435 4.48980 -2.86718 0.500 -0.550 0.415
C -1.91375 2.91530 -2.55058 1.205 -0.814 -0.223
Cl -1.36585 3.46290 -4.06838 -0.155 -0.153 0.317
I -3.14775 -0.82910 -2.82178 0.225 -0.218 0.435
C -2.48135 -1.40560 -0.91888 -0.908 -0.050 -0.729
H -2.33935 -2.47860 -0.87518 0.252 -0.039 0.035
H -3.12275 -1.01010 -0.14058 0.115 0.107 0.048

---

35
Properties=species:S:1:pos:R:3:forces:R:3 method="wB97M-V/def2-TZVPD" e_tot_ha=-616.56740 homo_ev=-8.092 de_lowest_kcal_mol=195.95 largest_force_ha_per_bohr=0.131 e_lumo_ev=0.75
C 1.25632 3.20987 -0.81773 3.064 2.741 -1.776
C 0.14926 2.51437 -0.17455 -3.456 -5.218 1.883
C 0.71344 1.58269 1.04547 -2.223 -1.990 -2.187
C 1.43331 0.27071 0.54046 0.673 -0.644 -1.432
C 2.89495 0.12907 0.36968 -0.997 4.612 -0.149
C 3.49268 -1.08285 0.14466 1.122 -3.465 -1.203
C 2.70401 -2.25199 -0.31819 -2.200 6.284 1.035
C 1.34634 -1.91577 -0.64391 -0.860 -1.329 2.159
C 0.62123 -0.79248 -0.00061 2.256 1.112 -0.756
C -1.63227 -0.99971 -1.13598 1.164 -0.966 -1.312
C -2.90748 -0.10841 -1.27431 0.924 -1.254 -1.103
C -2.91996 -0.60993 1.10674 -4.660 -2.132 -0.223
C -1.54428 -0.77820 1.32894 6.070 -0.663 -0.239
H 0.89828 4.26668 -1.37680 1.316 -3.134 0.997
H 1.91881 2.43328 -1.43002 -1.957 1.787 0.326
H 2.15942 3.49446 -0.12036 -2.140 0.068 -0.577
H -0.31956 1.56865 -0.81321 1.292 2.785 0.916
H -0.92022 2.89467 0.25288 3.000 0.473 -1.133
H 1.40063 2.07587 1.68568 0.123 0.730 0.917
H -0.31260 1.21083 1.46568 2.706 1.163 -0.002
H 3.46728 1.41308 0.16382 -1.301 -4.445 1.344
H 4.60995 -1.41796 0.14912 -1.878 1.703 0.186
H 3.16247 -3.17879 -0.27676 0.505 -1.738 -0.764
H 0.75313 -2.73416 -1.09972 0.151 0.695 0.247
H -2.02826 -2.07102 -0.89293 0.888 1.581 -0.150
H -1.06736 -1.15641 -2.16868 -0.856 0.658 2.222
H -2.85071 0.79890 -2.03845 -0.066 -1.916 1.971
H -3.51867 -0.95422 -1.68775 -0.785 1.469 0.041
H -2.91630 1.23516 0.35572 -1.186 -2.445 -1.302
H -3.20687 -0.23079 2.08504 -1.441 -0.152 -0.057
H -3.53083 -1.55734 0.78340 1.374 0.912 1.456
H -1.08760 0.05948 2.10262 -1.244 -2.834 -1.563
H -1.43864 -1.92263 1.66628 0.767 2.505 -0.459
N -0.79571 -0.41408 -0.05196 -0.221 -3.148 1.065
N -3.32111 0.23807 0.07631 0.074 6.194 -0.376

---

41
Properties=species:S:1:pos:R:3:forces:R:3 method="wB97M-V/def2-TZVPD" e_tot_ha=-1714.16001 homo_ev=-9.467 smiles="CCCN(CC1CC1)S(=O)(=O)c1ccc(S(N)(=O)=O)cc1" largest_force_ha_per_bohr=0.019 e_lumo_ev=0.08
C -2.64088 -1.39376 -0.09817 0.000 -0.012 -0.266
C -2.44418 -1.14599 -1.58880 -0.096 0.220 0.151
C -2.00747 0.29019 -1.87743 -0.256 -0.638 -0.504
N -0.76373 0.60017 -1.19296 0.805 -0.264 -0.528
C -0.67440 1.83048 -0.43649 0.240 0.489 0.085
C -0.75356 3.07901 -1.28877 0.071 -0.140 0.104
C -2.06253 3.77859 -1.49964 -0.145 -0.005 -0.097
C -1.01172 4.40246 -0.63370 0.089 0.025 0.041
S 0.65623 0.11003 -1.91184 -0.072 -0.047 0.561
O 1.48981 1.22948 -2.24741 -0.008 0.015 0.296
O 0.34371 -0.84242 -2.93337 -0.228 -0.162 0.136
C 1.41572 -0.74055 -0.51999 -0.070 0.330 -0.403
C 2.37306 -0.08711 0.23483 0.060 0.056 -0.031
C 2.90359 -0.71880 1.34960 0.056 0.045 -0.013
C 2.46198 -1.98658 1.67197 0.308 -0.196 0.285
S 3.09672 -2.77666 3.14169 -0.468 0.180 0.654
N 1.96797 -2.23572 4.26920 0.505 -0.232 -0.553
O 2.95635 -4.19666 3.02159 -0.301 0.106 -0.184
O 4.36774 -2.21093 3.48053 -0.164 0.302 -0.139
C 1.52222 -2.65176 0.90847 -0.105 -0.062 -0.165
C 0.99129 -2.01838 -0.20382 0.017 -0.123 0.053
H -1.72536 -1.17068 0.44529 0.049 -0.004 0.129
H -2.90964 -2.43144 0.08350 -0.028 -0.084 0.103
H -3.43673 -0.76165 0.29084 -0.092 0.056 0.122
H -3.37785 -1.33378 -2.12236 0.019 -0.062 -0.083
H -1.68687 -1.81901 -1.98956 -0.081 -0.059 -0.081
H -2.76871 0.98853 -1.52731 0.115 0.066 0.010
H -1.88320 0.42171 -2.95644 -0.206 0.111 0.066
H -1.46824 1.82927 0.31769 0.073 -0.031 0.019
H 0.28965 1.79875 0.07860 -0.121 0.165 0.186
H -0.05367 3.05617 -2.11348 -0.050 0.148 -0.018
H -2.26384 4.21584 -2.46523 0.042 0.045 -0.079
H -2.94226 3.38332 -1.01308 -0.046 -0.073 0.096
H -0.48525 5.26905 -1.00113 0.048 0.034 -0.077
H -1.17684 4.41521 0.43331 -0.057 -0.054 0.110
H 2.69916 0.89380 -0.07408 0.091 0.101 0.042
H 3.66008 -0.25731 1.96385 0.092 0.144 -0.003
H 1.44673 -2.99675 4.67325 -0.077 -0.252 -0.013
H 2.39230 -1.66268 4.98033 0.206 0.145 0.078
H 1.23534 -3.65222 1.19002 -0.102 -0.126 -0.070
H 0.26729 -2.50120 -0.83949 -0.113 -0.157 -0.021